Entry 1:
{
  "formula": "C3H4INO",
  "method": "ωB97M-V with the def2-TZVPD basis set",
  "e_tot_ev": -14808.892,
  "relative_energy_kj_mol": 436.2,
  "e_lumo_ev": -0.01,
  "orbital_gap_ha": 0.3155,
  "elements": ["C", "C", "C", "N", "O", "I", "H", "H", "H", "H"],
  "coordinates": [[1.3600, -0.9448, 0.0508], [1.4197, 0.3953, 0.0787], [0.3222, 1.2408, 0.1280], [-0.6748, 1.7840, 0.0537], [-1.8900, -1.4513, 0.0807], [-3.1656, -0.1007, 0.0911], [2.1049, -1.6152, -0.2886], [0.5154, -1.4077, 0.3564], [2.2149, 1.0190, -0.2367], [-2.2066, 1.0807, -0.3140]],
  "nbo_charge": [-0.21, -0.36, 0.35, -0.39, -1.06, 0.91, 0.20, 0.23, 0.23, 0.10]
}



Entry 2:
{
  "formula": "C3H4INOS",
  "method": "ωB97M-V with the def2-TZVPD basis set",
  "multiplicity": 3,
  "e_tot_ev": -25643.316,
  "relative_energy_kj_mol": 206.1,
  "e_lumo_ev": [0.14, -3.74],
  "orbital_gap_ha": [0.2550, 0.1989],
  "s2": 2.01,
  "elements": ["C", "C", "C", "N", "O", "S", "I", "H", "H", "H", "H"],
  "coordinates": [[0.2739, -0.4389, 1.1725], [-1.6640, -0.3045, -0.3780], [-0.6684, 0.3515, 0.6115], [1.4265, -0.9123, 0.9802], [0.9483, 0.7590, -0.8609], [1.9291, -0.3161, -0.6794], [3.9903, 0.7439, 0.1933], [-2.5761, 0.3159, -0.4200], [-1.0595, -0.2322, -1.3138], [-1.8766, -1.3730, -0.0841], [-0.7234, 1.4067, 0.7786]],
  "nbo_charge": [0.27, -0.65, -0.12, -0.57, -0.81, 1.01, -0.09, 0.23, 0.25, 0.24, 0.25]
}



Entry 3:
{
  "formula": "C3H4IO3",
  "method": "ωB97M-V with the def2-TZVPD basis set",
  "e_tot_ev": -17418.889,
  "relative_energy_kj_mol": 190.8,
  "e_lumo_ev": 3.52,
  "orbital_gap_ha": 0.2304,
  "charge": -1,
  "elements": ["C", "C", "C", "O", "O", "O", "I", "H", "H", "H", "H"],
  "coordinates": [[1.0009, 3.3854, -0.0907], [0.0320, 0.1071, -0.7697], [0.9088, 0.7291, 0.3566], [1.2132, 3.7433, 1.0145], [0.8332, 3.2076, -1.2171], [0.5207, 0.2822, 1.5648], [2.9319, -0.6871, 0.0590], [0.4753, 0.1003, -1.7191], [0.0339, -1.0297, -0.6988], [-1.0367, 0.1956, -0.6135], [0.8636, 0.7284, 2.2944]],
  "nbo_charge": [1.06, -0.76, 0.03, -0.58, -0.54, -0.76, -0.54, 0.23, 0.18, 0.21, 0.47]
}



Entry 4:
{
  "formula": "C3H4LaO3",
  "method": "ωB97M-V with the def2-TZVPD basis set",
  "e_tot_ev": -10170.331,
  "relative_energy_kj_mol": 1.5,
  "e_lumo_ev": -5.14,
  "orbital_gap_ha": 0.2484,
  "charge": 1,
  "elements": ["O", "C", "O", "C", "C", "O", "La", "H", "H", "H", "H"],
  "coordinates": [[-3.2127, -0.8651, 0.6031], [-4.3275, -0.9567, 0.2669], [-5.4306, -1.0525, -0.0329], [1.7401, -0.4789, 0.1346], [1.9171, 0.9774, -0.3535], [0.6736, 1.6818, -0.3345], [-0.6797, 0.1036, 0.4130], [2.0098, -1.2199, -0.6351], [2.3307, -0.6978, 1.0386], [2.3293, 0.9938, -1.3837], [2.6500, 1.5143, 0.2837]],
  "lowdin_charge": [0.01, -0.36, 0.31, -0.35, -0.47, -0.53, 2.12, 0.03, 0.03, 0.11, 0.11]
}



Entry 5:
{
  "formula": "C3H4LiMgO5",
  "method": "ωB97M-V with the def2-TZVPD basis set",
  "multiplicity": 2,
  "e_tot_ev": -19063.859,
  "relative_energy_kj_mol": 73.0,
  "e_lumo_ev": [-0.56, -0.75],
  "orbital_gap_ha": [0.2047, 0.2944],
  "s2": 0.75,
  "elements": ["O", "C", "C", "O", "H", "H", "H", "Mg", "O", "C", "O", "O", "Li", "H"],
  "coordinates": [[-2.8620, -1.6547, 0.0995], [-1.8454, -0.7031, 0.0553], [-2.1667, 0.5386, -0.5978], [-1.3602, 1.4768, -0.8031], [-3.3317, -1.5987, 0.9368], [-1.3231, -0.5630, 1.0148], [-3.0857, 0.5302, -1.2157], [0.5718, 1.9440, -0.4768], [0.2693, -1.1990, -1.8674], [1.4264, -0.6676, -1.8450], [1.6381, 0.4399, -1.1641], [2.4397, -1.1933, -2.3872], [3.5224, 0.2061, -1.6361], [-0.7847, -1.0708, -0.8267]],
  "nbo_charge": [-0.70, -0.28, 0.43, -0.82, 0.47, 0.19, 0.15, 0.97, -0.75, 0.97, -1.13, -0.86, 0.96, 0.39]
}



Entry 6:
{
  "formula": "C3H4LiO",
  "method": "ωB97M-V with the def2-TZVPD basis set",
  "e_tot_ev": -5419.636,
  "relative_energy_kj_mol": 0.0,
  "e_lumo_ev": -5.10,
  "orbital_gap_ha": 0.3605,
  "charge": 1,
  "elements": ["C", "C", "H", "Li", "O", "C", "H", "H", "H"],
  "coordinates": [[-1.1151, -1.0132, -0.8635], [-0.2700, -0.4805, -0.1719], [-1.6150, -1.1697, -1.8168], [-2.5257, 0.5164, 0.2302], [1.7785, 0.7656, -0.0284], [0.7817, 0.0936, 0.6937], [0.3214, 0.7352, 1.4624], [1.3826, 1.2948, -0.7282], [1.2616, -0.7422, 1.2225]],
  "nbo_charge": [-0.36, -0.02, 0.29, 0.99, -0.66, -0.16, 0.19, 0.48, 0.25]
}



Entry 7:
{
  "formula": "C3H4LiO4V",
  "method": "ωB97M-V with the def2-TZVPD basis set",
  "multiplicity": 5,
  "e_tot_ev": -37255.662,
  "relative_energy_kj_mol": 146.0,
  "e_lumo_ev": [-0.58, -0.63],
  "orbital_gap_ha": [0.1980, 0.2850],
  "s2": 6.01,
  "elements": ["H", "O", "C", "C", "O", "C", "O", "O", "Li", "V", "H", "H", "H"],
  "coordinates": [[0.9189, 0.9556, 1.3605], [-1.6141, 0.1593, 1.1465], [-0.8154, 1.0468, 0.6700], [-0.2198, 0.8213, -0.7096], [0.8559, -0.1114, -0.6644], [0.7283, -1.4589, -0.4272], [-0.4152, -1.9576, -0.5013], [1.8089, -1.9318, -0.0468], [2.7051, -0.2518, 0.4398], [-1.9966, -1.6738, 0.5744], [-1.2425, 2.0713, 0.6994], [0.2328, 1.7637, -1.0452], [-0.9464, 0.5673, -1.4961]],
  "nbo_charge": [-0.35, -0.82, 0.27, -0.17, -0.60, 1.01, -0.81, -0.79, 0.94, 0.74, 0.16, 0.20, 0.21]
}



Entry 8:
{
  "formula": "C3H4N2",
  "method": "ωB97M-V with the def2-TZVPD basis set",
  "e_tot_ev": -6155.763,
  "relative_energy_kj_mol": 13.3,
  "e_lumo_ev": 0.93,
  "orbital_gap_ha": 0.3611,
  "elements": ["C", "C", "N", "C", "N", "H", "H", "H", "H"],
  "coordinates": [[0.1328, 0.6784, 0.9298], [-0.4968, -0.5312, 0.8801], [-0.3467, -0.9695, -0.4090], [0.3011, 0.0094, -1.0941], [0.5477, 1.0536, -0.3231], [0.1337, 1.3626, 1.7617], [-0.9532, -1.1210, 1.6541], [-0.5993, -1.8727, -0.7561], [0.6212, 0.0871, -2.1142]],
  "nbo_charge": [-0.10, -0.12, -0.52, 0.14, -0.45, 0.21, 0.22, 0.42, 0.21]
}



Entry 9:
{
  "formula": "C3H4N2",
  "method": "ωB97M-V with the def2-TZVPD basis set",
  "e_tot_ev": -6151.606,
  "relative_energy_kj_mol": 414.4,
  "e_lumo_ev": 0.58,
  "orbital_gap_ha": 0.3100,
  "elements": ["N", "C", "C", "C", "N", "H", "H", "H", "H"],
  "coordinates": [[0.5550, -0.0114, 0.8642], [-0.7596, -0.3039, 0.8046], [-1.3337, -0.1082, -0.4731], [-0.2258, 0.4069, -1.1109], [0.9963, 0.4406, -0.3488], [1.1986, -0.0353, 1.6422], [-1.2220, -0.6759, 1.7188], [1.1656, -0.4041, -0.9688], [-0.0553, 0.7659, -2.1255]],
  "nbo_charge": [-0.37, 0.04, -0.41, -0.08, -0.42, 0.42, 0.21, 0.40, 0.21]
}



Entry 10:
{
  "formula": "C3H4N2",
  "method": "ωB97M-V with the def2-TZVPD basis set",
  "e_tot_ev": -6151.631,
  "relative_energy_kj_mol": 411.9,
  "e_lumo_ev": [0.01, -1.47],
  "orbital_gap_ha": [0.3241, 0.2683],
  "elements": ["N", "C", "C", "C", "N", "H", "H", "H", "H"],
  "coordinates": [[-1.3136, -0.5703, -0.1206], [-0.7826, 0.6087, -0.0102], [0.6083, 0.6361, 0.1389], [1.1403, -0.6513, 0.1600], [0.7455, -1.8288, 0.2698], [-2.3333, -0.5977, -0.1159], [-1.3504, 1.5439, 0.0067], [1.2204, 1.5162, 0.1224], [2.0654, -0.6570, -0.4511]],
  "nbo_charge": [-0.55, 0.02, -0.25, -0.12, -0.11, 0.35, 0.19, 0.23, 0.25]
}